No. 1
Formula: C11H18N2
Source: the OMol25 dataset
Level of theory: ωB97M-V with the def2-TZVPD basis set

Cartesian coordinates (Å):
N1 -3.21073 -1.78673 0.35377
N2 -0.94224 0.16050 0.02293
C1 2.60953 -0.72041 0.17237
C2 0.37549 -0.00878 -0.36401
C3 1.26595 -0.60269 0.53458
C4 -3.25276 -0.83899 -0.81357
C5 -1.15865 2.03409 1.84108
C6 2.37495 0.86301 -1.64788
C7 -1.69541 -0.46151 -1.07685
C8 1.03486 0.71046 -1.50021
C9 -1.23965 1.57091 0.36129
C10 3.26607 -0.00563 -0.84440
C11 3.45017 -1.38400 1.37617
H1 2.91830 1.24776 -2.40492
H2 -0.50761 2.30955 -0.18098
H3 0.05040 1.61088 2.02432
H4 -2.82666 -2.70228 0.01887
H5 2.84593 -2.03328 1.86046
H6 -2.01539 1.68160 2.65109
H7 -1.82107 0.33048 -1.89364
H8 -1.13832 -1.31456 -1.66719
H9 0.40991 1.29679 -2.21511
H10 -4.04646 -0.12341 -0.80964
H11 -2.36769 1.70528 -0.16444
H12 4.41626 -1.70264 0.91127
H13 3.56341 -0.63250 2.17111
H14 -2.63176 -1.43798 0.99171
H15 0.81834 -1.39112 1.29970
H16 -1.28372 3.12262 1.72013
H17 -3.62891 -1.49398 -1.70262
H18 4.36746 -0.00347 -1.02540

Forces on the atoms, in the same order (eV/Å):
N -3.51 -2.13 -4.17
N -0.96 -0.86 -0.45
C 3.02 0.20 2.67
C 4.70 1.67 0.18
C -2.00 -2.37 -1.26
C 2.42 -4.06 -0.68
C 1.09 -2.18 0.34
C 1.38 -4.82 3.36
C -2.88 1.65 -3.30
C -2.63 0.75 0.67
C -3.04 1.06 -2.33
C -2.41 0.91 0.26
C 1.33 3.21 -3.50
H 0.75 2.10 -2.73
H -1.37 -1.48 0.61
H -3.60 1.69 0.52
H -0.48 1.33 0.53
H -1.42 -3.06 1.00
H 2.53 0.39 -2.25
H 0.50 -0.68 0.49
H -1.02 1.39 1.96
H 0.23 -0.63 0.73
H 0.14 1.16 0.82
H 2.84 0.18 1.62
H -0.74 -0.21 1.14
H 0.59 0.24 -0.58
H 3.00 1.68 3.33
H 0.98 2.27 -1.21
H 0.66 -0.31 0.66
H 1.05 1.06 1.20
H -1.13 -0.16 0.37

**SMILES string**: CCN(CCN)c1cccc(C)c1
**Kohn-Sham gap**: 9.54 eV
**Energy above the lowest of the compared OMol25 structures with the same formula, charge and spin**: 101.0 kcal/mol
**E_LUMO**: 0.9 eV
**Multiplicity**: 1
**Total energy**: -539.26913 Ha

No. 2
Formula: C11H18NO
Source: the OMol25 dataset
Level of theory: ωB97M-V with the def2-TZVPD basis set

Cartesian coordinates (Å):
O1 0.92670 -0.88870 0.02133
N1 0.35577 -0.23469 -2.26652
C1 -1.24559 0.56253 3.17581
C2 -1.52824 1.16814 1.82707
C3 2.60325 0.20402 -1.38529
C4 1.17531 0.07001 -1.02450
C5 -0.96942 -0.70372 -1.95233
C6 -0.00817 1.65524 -0.10834
C7 0.17140 -0.45465 0.97046
C8 0.28399 -1.18082 2.24867
C9 0.23799 1.05831 -3.16177
C10 -0.53449 0.76486 0.77353
C11 -0.96998 -1.00610 3.20599
H1 -1.42302 -0.86720 -3.00029
H2 2.51704 0.89146 -2.17223
H3 0.13217 0.68663 -4.16656
H4 0.77828 -0.91987 -2.81122
H5 -2.56657 0.91073 1.39001
H6 -1.98325 0.95116 3.95231
H7 3.09474 0.56191 -0.51368
H8 2.83737 -0.88291 -1.69622
H9 -1.49278 0.04634 -1.35810
H10 -0.49729 -1.33605 4.13930
H11 0.53703 -2.22474 2.08504
H12 1.01045 1.79385 -3.27326
H13 -1.62906 2.33041 1.96834
H14 -0.29090 1.06764 3.38877
H15 1.17685 -0.78635 2.79444
H16 -1.92030 -1.54171 2.91731
H17 -0.65230 1.64503 -2.91746
H18 -0.68137 -1.64996 -1.33728

Forces on the atoms, in the same order (eV/Å):
O 1.16 -0.82 -1.45
N 0.60 4.49 1.03
C 0.24 -0.12 1.55
C -2.94 1.64 -0.87
C -1.70 -3.09 0.48
C -3.15 2.96 1.65
C -0.48 -2.29 -0.70
C 1.67 -1.82 -1.87
C -0.18 1.28 0.52
C -1.11 -0.51 0.74
C -0.99 -0.72 -0.43
C 0.67 -0.30 1.22
C 0.58 1.69 -1.12
H 0.09 -0.26 2.07
H 1.10 0.89 -1.16
H -0.35 -0.40 -0.40
H 1.32 -1.62 -1.41
H 1.31 0.10 0.85
H 0.84 -0.84 -1.01
H 1.01 0.19 0.31
H 0.77 1.77 0.22
H -0.02 -0.36 -0.29
H -1.12 0.11 0.19
H -0.08 -0.18 -0.24
H 1.10 -0.25 1.02
H 0.59 -2.15 -0.51
H -0.06 -0.32 0.69
H -0.59 0.07 -0.52
H 1.36 0.15 0.29
H 0.07 -0.60 0.45
H -1.71 1.29 -1.28

**Charge**: +1
**Kohn-Sham gap**: 7.81 eV
**Energy above the lowest of the compared OMol25 structures with the same formula, charge and spin**: 141.4 kcal/mol
**E_LUMO**: -4.3 eV
**Multiplicity**: 1
**Total energy**: -559.45815 Ha

No. 3
Formula: C11H18NS
Source: the OMol25 dataset
Level of theory: ωB97M-V with the def2-TZVPD basis set

Cartesian coordinates (Å):
S1 2.15839 1.24831 0.62533
N1 -2.33043 0.62228 0.71300
C1 -3.25364 1.73311 0.41319
C2 -2.29071 -0.51807 -0.37454
C3 3.35884 -1.02566 -0.13845
C4 -1.35402 -0.32095 -1.63963
C5 2.10892 -0.23507 -0.30365
C6 0.07514 0.25480 -1.50592
C7 1.14055 -0.64470 -1.09196
C8 3.94164 -1.81981 -1.01553
C9 4.07185 -0.38630 1.04212
C10 -2.46600 0.06551 2.07353
C11 3.66529 0.83934 1.39956
H1 -1.99036 -1.33184 0.20945
H2 -3.20688 -0.80936 -0.80274
H3 -2.88523 2.20210 -0.57487
H4 -1.52216 1.23202 0.74740
H5 0.15059 1.10519 -0.82044
H6 -2.14294 0.79530 2.86927
H7 -4.31946 1.37959 0.32642
H8 4.97054 -2.36199 -0.76420
H9 1.10716 -1.66860 -1.42352
H10 -1.88151 -0.84084 1.98518
H11 -3.47455 -0.04690 2.32906
H12 -1.28330 -1.34966 -2.05622
H13 5.09848 -0.79063 1.32816
H14 -1.85548 0.10256 -2.45646
H15 0.10149 0.86017 -2.46574
H16 3.48306 -2.34030 -1.81480
H17 4.24056 1.60109 1.96400
H18 -3.41584 2.44932 1.22299

Forces on the atoms, in the same order (eV/Å):
S -0.51 0.92 -0.33
N -0.75 0.94 -0.81
C -2.51 0.45 -1.97
C 2.32 1.69 -0.82
C 0.33 2.27 2.33
C 0.45 -1.59 1.82
C 1.19 -1.04 0.08
C -2.20 1.92 -0.76
C -0.74 -0.27 -0.79
C 2.78 -2.71 1.38
C 2.45 -0.74 -0.74
C 1.27 0.95 0.63
C 0.57 -0.67 -0.09
H 0.84 -1.26 0.58
H -1.84 0.52 0.19
H -0.86 -0.51 1.73
H 1.44 -1.08 -0.48
H -0.64 0.15 0.31
H 0.42 -0.74 -1.10
H 1.14 -0.14 -0.52
H -2.17 1.61 -0.33
H 0.34 -0.20 -0.36
H -0.10 -0.16 1.14
H -1.62 -0.91 -0.10
H 0.21 0.20 0.59
H -1.59 0.58 -0.22
H -1.06 1.40 -0.69
H 1.18 -1.14 0.55
H -0.70 0.33 -1.05
H -0.75 -0.81 -0.20
H 1.14 0.04 0.02

**Charge**: +1
**SMILES string**: C=c1ccs/c1=C\CCC[NH+](C)C
**Kohn-Sham gap**: 7.66 eV
**Energy above the lowest of the compared OMol25 structures with the same formula, charge and spin**: 37.3 kcal/mol
**E_LUMO**: -2.8 eV
**Multiplicity**: 1
**Total energy**: -882.51193 Ha